A 10-piece molecular cluster, C41H84BF9N3O15P overall, computed with ωB97M-V with the def2-TZVPD basis set.

Geometry (Å):
C 4.47564 5.07664 2.07985
C 5.24414 3.78475 1.79973
O 5.28596 3.54715 0.39936
C 5.27756 2.16349 0.06750
C 3.86116 1.64361 0.14849
C 2.84320 2.31332 -0.61780
P 3.07463 3.62914 -1.83643
O 2.28014 3.44696 -3.07527
O 2.70664 4.95965 -1.05959
O 4.62308 3.71870 -2.25061
C 1.51895 1.95241 -0.46078
O 0.52085 2.65710 -1.03719
C 1.16854 0.86882 0.38376
N -0.13150 0.50664 0.48021
C -0.43113 -0.49585 1.25587
C -1.89659 -0.85251 1.33865
C -2.50168 -0.90556 -0.06153
C -3.96201 -1.27094 -0.11077
F -4.19960 -2.42982 0.57090
F -4.33131 -1.50101 -1.40435
C -4.92154 -0.19894 0.48313
F -4.89704 -0.32893 1.83755
F -4.47935 1.04061 0.17486
C -6.40146 -0.32460 0.04211
F -6.48664 -0.10970 -1.29403
F -6.84286 -1.56744 0.31738
C -7.38226 0.68656 0.70105
F -7.01731 1.94613 0.42985
F -7.45546 0.51935 2.02347
F -8.59793 0.46977 0.17179
C 0.58479 -1.21123 1.98441
C 0.28039 -2.39313 2.87173
C -0.24437 -3.60810 2.06518
C -0.61646 -2.02338 4.08300
C 0.00840 -2.42830 5.42071
N 1.84352 -0.86128 1.88838
C 2.17752 0.19160 1.08883
C 3.54415 0.58936 0.98863
B 4.64366 -0.17416 1.84481
O 4.43426 -0.46412 3.16195
N 5.92398 -0.56848 1.24522
C 7.01525 -0.44799 2.21598
C 5.86365 -1.95599 0.76206
H 5.15006 5.88010 2.37417
H 3.97547 5.38926 1.16378
H 3.72310 4.94730 2.85547
H 6.27539 3.89402 2.15406
H 4.79986 2.93688 2.32843
H 5.66508 2.07301 -0.94305
H 5.94708 1.60923 0.71918
H 2.58914 5.66076 -1.73632
H 4.66535 3.30310 -3.12292
H 0.19688 2.25691 -1.85825
H -2.06928 -1.77209 1.88517
H -2.37262 -0.04986 1.90959
H -2.37268 0.06642 -0.53864
H -1.98180 -1.62752 -0.69487
H 1.24273 -2.70158 3.27910
H -1.31814 -3.74456 2.21352
H 0.23940 -4.52801 2.38464
H -0.10721 -3.47140 0.99116
H -1.59844 -2.48865 3.99153
H -0.73146 -0.93609 4.10338
H 1.07602 -2.19087 5.42097
H -0.07552 -3.50355 5.58930
H -0.43497 -1.90920 6.26802
H 3.58872 -0.12768 3.47390
H 7.04912 -1.27998 2.92919
H 6.92585 0.47267 2.79546
H 7.97373 -0.41483 1.69150
H 5.16682 -2.02511 -0.07372
H 5.60803 -2.66674 1.55778
H 6.84729 -2.22131 0.37596
C -9.12274 2.56536 -2.52830
C -10.08413 2.04625 -3.58020
O -11.15022 2.95624 -3.83658
H -9.65100 2.76525 -1.59575
H -8.32984 1.84207 -2.33316
H -8.66088 3.50043 -2.85485
H -10.55482 1.12236 -3.24742
H -9.54839 1.83521 -4.51253
H -10.76693 3.78173 -4.14736
C -1.50372 -7.09286 8.27644
C -2.04135 -5.85321 7.58712
O -1.03303 -5.15807 6.85858
H -0.69031 -6.82727 8.95208
H -2.28526 -7.59475 8.84834
H -1.10977 -7.80047 7.54335
H -2.42038 -5.14359 8.32263
H -2.86686 -6.11779 6.91774
H -0.68915 -5.76300 6.19323
C 4.64056 7.24001 -5.02472
C 3.70811 6.29834 -4.28865
O 3.11919 6.89891 -3.12705
H 5.43536 7.58358 -4.36181
H 5.09100 6.74307 -5.88447
H 4.10399 8.12215 -5.38304
H 4.24910 5.43327 -3.92538
H 2.91235 5.94551 -4.94998
H 2.60990 7.66472 -3.40822
C -3.95768 1.62954 -2.98562
C -2.84831 2.62293 -2.70844
O -1.55240 2.05010 -2.87553
H -3.85926 0.76435 -2.33056
H -4.93753 2.08115 -2.82253
H -3.91980 1.26626 -4.01497
H -2.88575 2.96250 -1.67395
H -2.94480 3.50009 -3.35605
H -1.45528 1.75752 -3.78698
C -0.14297 -2.60801 10.73335
C -0.44030 -1.47063 9.77405
O -0.84132 -1.94473 8.49270
H 0.63465 -3.25314 10.32380
H 0.18767 -2.22972 11.70164
H -1.03392 -3.22067 10.89288
H 0.45191 -0.87006 9.60319
H -1.21432 -0.81579 10.18923
H -1.63594 -2.47521 8.60575
C 8.17919 -1.33969 -3.95131
C 7.56326 -0.58742 -2.78391
O 7.86747 -1.19058 -1.53672
H 7.83134 -2.37422 -3.95970
H 7.91531 -0.87771 -4.90386
H 9.26884 -1.35414 -3.86843
H 6.47599 -0.58718 -2.86162
H 7.90261 0.45536 -2.79007
H 8.82324 -1.20815 -1.42324
C -6.82068 -1.86322 -3.87757
C -7.24306 -0.46310 -4.27864
O -6.40797 0.07867 -5.30333
H -5.78559 -1.86503 -3.53337
H -7.45515 -2.24849 -3.07849
H -6.89141 -2.54550 -4.72835
H -7.15484 0.21852 -3.43287
H -8.28459 -0.45958 -4.61601
H -6.47513 -0.49649 -6.07175
C 11.71026 -3.79112 -1.88126
C 10.71636 -4.08914 -0.77371
O 9.44881 -3.48258 -1.00943
H 11.84452 -2.71420 -1.99211
H 12.68056 -4.24272 -1.67109
H 11.35206 -4.18142 -2.83690
H 11.06711 -3.68646 0.17536
H 10.59388 -5.17110 -0.65642
H 9.09588 -3.82595 -1.83608
C -8.35935 1.42080 -7.78905
C -9.14469 0.13140 -7.93658
O -10.00505 -0.10823 -6.82542
H -7.77440 1.39951 -6.86982
H -7.68611 1.56842 -8.63506
H -9.03173 2.28060 -7.73480
H -8.47353 -0.72692 -7.97865
H -9.73104 0.14102 -8.86161
H -10.62442 0.62528 -6.76562

Output
SMILES = CCOCc1c(P(=O)(O)O)c(O)c2nc(CCC(F)(F)C(F)(F)C(F)(F)C(F)(F)F)c([C@H](C)CC)nc2c1B(O)N(C)C.CCO.CCO.CCO.CCO.CCO.CCO.CCO.CCO.CCO
charge = 0
total energy = -113488.258 eV
Kohn-Sham gap = 8.25 eV
HOMO = -8.2 eV
M = 1071.9 g mol⁻¹

Here are the Löwdin charges for atoms 1 to 99, given in e: atom 1 (C): -0.051, atom 2 (C): -0.243, atom 3 (O): -0.156, atom 4 (C): -0.155, atom 5 (C): -0.101, atom 6 (C): -0.072, atom 7 (P): 0.491, atom 8 (O): -0.274, atom 9 (O): -0.101, atom 10 (O): -0.131, atom 11 (C): -0.239, atom 12 (O): 0.041, atom 13 (C): -0.113, atom 14 (N): 0.217, atom 15 (C): -0.182, atom 16 (C): -0.094, atom 17 (C): -0.062, atom 18 (C): -0.428, atom 19 (F): 0.116, atom 20 (F): 0.103, atom 21 (C): -0.336, atom 22 (F): 0.144, atom 23 (F): 0.149, atom 24 (C): -0.332, atom 25 (F): 0.128, atom 26 (F): 0.171, atom 27 (C): -0.529, atom 28 (F): 0.177, atom 29 (F): 0.185, atom 30 (F): 0.170, atom 31 (C): -0.168, atom 32 (C): -0.300, atom 33 (C): -0.042, atom 34 (C): -0.205, atom 35 (C): -0.087, atom 36 (N): 0.200, atom 37 (C): -0.138, atom 38 (C): 0.029, atom 39 (B): -0.561, atom 40 (O): 0.174, atom 41 (N): -0.127, atom 42 (C): -0.091, atom 43 (C): -0.075, atom 44 (H): 0.068, atom 45 (H): 0.062, atom 46 (H): 0.071, atom 47 (H): 0.118, atom 48 (H): 0.114, atom 49 (H): 0.120, atom 50 (H): 0.105, atom 51 (H): 0.062, atom 52 (H): 0.089, atom 53 (H): 0.089, atom 54 (H): 0.091, atom 55 (H): 0.133, atom 56 (H): 0.115, atom 57 (H): 0.147, atom 58 (H): 0.123, atom 59 (H): 0.067, atom 60 (H): 0.075, atom 61 (H): 0.081, atom 62 (H): 0.103, atom 63 (H): 0.111, atom 64 (H): 0.078, atom 65 (H): 0.053, atom 66 (H): 0.051, atom 67 (H): 0.097, atom 68 (H): 0.088, atom 69 (H): 0.083, atom 70 (H): 0.085, atom 71 (H): 0.092, atom 72 (H): 0.090, atom 73 (H): 0.065, atom 74 (C): -0.082, atom 75 (C): -0.322, atom 76 (O): -0.081, atom 77 (H): 0.079, atom 78 (H): 0.045, atom 79 (H): 0.078, atom 80 (H): 0.117, atom 81 (H): 0.094, atom 82 (H): 0.078, atom 83 (C): -0.090, atom 84 (C): -0.318, atom 85 (O): -0.095, atom 86 (H): 0.075, atom 87 (H): 0.074, atom 88 (H): 0.073, atom 89 (H): 0.104, atom 90 (H): 0.110, atom 91 (H): 0.082, atom 92 (C): -0.083, atom 93 (C): -0.300, atom 94 (O): -0.088, atom 95 (H): 0.078, atom 96 (H): 0.076, atom 97 (H): 0.072, atom 98 (H): 0.084, atom 99 (H): 0.118

A 6-piece molecular cluster, C41H84N5O10P2 overall, computed with ωB97M-V with the def2-TZVPD basis set.

Geometry (Å):
C -1.66239 -3.35434 -2.81839
C -2.93342 -4.28863 -2.33240
C -2.82815 -4.82436 -0.78462
C -3.87373 -4.12715 0.26699
C -3.30414 -2.80846 1.05389
C -2.33793 -1.82991 0.14559
C -1.64846 -0.60447 1.05445
N -0.26603 -0.41398 0.48830
O -0.11870 -0.35835 -0.87439
C -0.38082 1.07658 -1.19988
N -0.38886 2.23145 -1.80943
C 0.85046 -0.29041 1.31182
N 0.85344 -0.28379 2.80993
C 1.72892 0.90985 3.25045
C 1.82173 2.01364 2.03888
C 2.77718 3.33317 2.41717
C 2.50544 4.47550 1.23573
C 3.78963 4.72387 0.24898
O 5.00878 4.77795 0.81366
N 3.69157 4.95485 -1.27416
C 3.83708 3.62026 -2.01696
C 4.85359 2.43547 -1.48069
C 4.92725 1.00910 -2.28520
C 4.07193 0.66422 -3.64329
C 3.07255 1.86342 -4.23735
C 2.97201 3.28519 -3.40714
C 2.57523 1.28966 0.76839
N 2.17710 -0.15058 0.53379
P 3.41101 -1.29428 1.12392
P 2.61715 -3.30252 1.44432
O 1.57978 -3.33438 2.64103
O 3.98539 -4.33998 1.90181
O 1.99622 -3.92862 -0.06460
H -2.06200 -2.22952 -2.82430
H -1.23575 -3.65658 -3.87581
H -0.74374 -3.37894 -2.06839
H -2.90592 -5.25509 -3.02284
H -3.94566 -3.74364 -2.56218
H -3.07524 -5.98104 -0.80469
H -1.73640 -4.74139 -0.32174
H -4.09769 -4.94469 1.10614
H -4.93143 -3.92100 -0.23895
H -2.75695 -3.18308 2.04083
H -4.24108 -2.19281 1.42290
H -2.89359 -1.36470 -0.78033
H -1.40814 -2.50983 -0.16818
H -1.70138 -0.98458 2.15819
H -2.27017 0.39991 0.87989
H -0.06132 -0.07772 3.25624
H 1.19004 1.40453 4.19527
H 2.77260 0.44511 3.56352
H 0.77740 2.46651 1.73562
H 2.42281 3.67718 3.47755
H 3.93043 3.04025 2.46481
H 2.26662 5.49079 1.81596
H 1.52917 4.22729 0.62495
H 2.67473 5.20623 -1.40521
H 5.52104 2.56269 -0.50377
H 5.64432 0.15875 -1.85344
H 4.17283 -0.38700 -4.15564
H 2.45426 1.68458 -5.23356
H 2.23685 4.09800 -3.86484
H 3.73550 1.30282 0.93871
H 2.32339 1.88010 -0.22594
H 4.42239 -1.47632 0.07232
H 4.82901 -3.79572 1.79167
H 2.75243 -4.35281 -0.57957
C -6.74894 1.50281 3.85481
C -5.96421 0.21026 4.00836
O -4.65223 0.27308 3.45495
C -3.77756 1.25478 4.00615
C -3.52797 1.07492 5.49403
H -6.82591 1.78103 2.79604
H -7.75808 1.38826 4.26382
H -6.27021 2.33466 4.37534
H -6.49258 -0.58601 3.47421
H -5.91805 -0.10106 5.05635
H -4.15278 2.25983 3.78670
H -2.82336 1.16015 3.47497
H -4.44731 1.16719 6.07742
H -2.82378 1.82976 5.85587
H -3.11169 0.08206 5.69489
C -2.18940 4.55714 -2.67099
C -3.17955 3.87583 -3.60129
O -4.52554 3.92857 -3.13539
C -5.08456 5.22787 -2.95677
C -5.11692 6.05263 -4.23236
H -2.23369 4.10970 -1.66992
H -1.17002 4.45651 -3.05769
H -2.40077 5.62259 -2.56028
H -2.91538 2.81625 -3.67894
H -3.11385 4.28383 -4.61448
H -4.55809 5.75802 -2.15624
H -6.11256 5.08272 -2.60501
H -4.11448 6.23645 -4.62654
H -5.58752 7.02252 -4.04674
H -5.68369 5.53110 -5.01094
C 4.36581 5.72335 5.97209
C 2.86554 5.96582 5.99370
O 2.10927 4.81456 6.35997
C 2.37130 4.26752 7.65019
C 2.10743 5.24254 8.78516
H 4.61207 4.90582 5.28266
H 4.89450 6.62685 5.65126
H 4.74794 5.44466 6.95619
H 2.54151 6.24707 4.98651
H 2.61140 6.80797 6.64450
H 3.39345 3.87716 7.69370
H 1.70704 3.40335 7.76664
H 2.74976 6.12448 8.72484
H 2.28847 4.76098 9.75053
H 1.06972 5.59142 8.75640
C 8.16535 -3.26699 -6.24353
C 7.59824 -1.86241 -6.11859
O 6.70569 -1.70596 -5.01842
C 7.24524 -1.95780 -3.72302
C 8.41124 -1.05106 -3.36707
H 7.35478 -4.00044 -6.34014
H 8.81433 -3.34047 -7.12228
H 8.75506 -3.54784 -5.36860
H 7.02501 -1.63425 -7.02296
H 8.39792 -1.11739 -6.06566
H 7.52164 -3.01313 -3.62838
H 6.43434 -1.78692 -3.00550
H 9.25592 -1.18426 -4.04738
H 8.76125 -1.26165 -2.35231
H 8.10932 0.00019 -3.42282
C -5.59739 -9.48105 -1.67550
C -5.97696 -8.01122 -1.60090
O -5.29908 -7.20024 -2.55709
C -5.51245 -7.52444 -3.92894
C -6.96864 -7.43213 -4.35251
H -4.51556 -9.60497 -1.53910
H -6.11847 -10.05035 -0.89887
H -5.85549 -9.92024 -2.64123
H -5.70207 -7.62804 -0.61291
H -7.05927 -7.87821 -1.69173
H -5.09767 -8.51310 -4.15162
H -4.92850 -6.80665 -4.51663
H -7.60020 -8.13415 -3.80265
H -7.06971 -7.65414 -5.41886
H -7.35854 -6.42599 -4.16527

Output
charge = +1
total energy = -90354.145 eV
Kohn-Sham gap = 6.37 eV
HOMO = -10.4 eV
M = 869.1 g mol⁻¹

Here are the Löwdin charges for atoms 1 to 99, given in e: atom 1 (C): -0.152, atom 2 (C): -0.237, atom 3 (C): -0.215, atom 4 (C): -0.216, atom 5 (C): -0.201, atom 6 (C): -0.146, atom 7 (C): -0.082, atom 8 (N): -0.103, atom 9 (O): 0.018, atom 10 (C): -0.049, atom 11 (N): 0.206, atom 12 (C): -0.141, atom 13 (N): 0.077, atom 14 (C): -0.124, atom 15 (C): -0.251, atom 16 (C): -0.126, atom 17 (C): -0.095, atom 18 (C): -0.267, atom 19 (O): -0.032, atom 20 (N): 0.039, atom 21 (C): -0.150, atom 22 (C): -0.038, atom 23 (C): -0.082, atom 24 (C): -0.051, atom 25 (C): -0.052, atom 26 (C): -0.028, atom 27 (C): -0.217, atom 28 (N): -0.290, atom 29 (P): 0.845, atom 30 (P): 0.504, atom 31 (O): -0.395, atom 32 (O): -0.236, atom 33 (O): -0.266, atom 34 (H): 0.068, atom 35 (H): 0.081, atom 36 (H): 0.061, atom 37 (H): 0.106, atom 38 (H): 0.114, atom 39 (H): 0.109, atom 40 (H): 0.116, atom 41 (H): 0.119, atom 42 (H): 0.124, atom 43 (H): 0.127, atom 44 (H): 0.116, atom 45 (H): 0.131, atom 46 (H): 0.105, atom 47 (H): 0.142, atom 48 (H): 0.161, atom 49 (H): 0.117, atom 50 (H): 0.157, atom 51 (H): 0.137, atom 52 (H): 0.150, atom 53 (H): 0.116, atom 54 (H): 0.136, atom 55 (H): 0.141, atom 56 (H): 0.113, atom 57 (H): 0.112, atom 58 (H): 0.100, atom 59 (H): 0.072, atom 60 (H): 0.084, atom 61 (H): 0.094, atom 62 (H): 0.090, atom 63 (H): 0.107, atom 64 (H): 0.124, atom 65 (H): -0.052, atom 66 (H): 0.073, atom 67 (H): 0.091, atom 68 (C): -0.076, atom 69 (C): -0.272, atom 70 (O): -0.184, atom 71 (C): -0.285, atom 72 (C): -0.077, atom 73 (H): 0.086, atom 74 (H): 0.084, atom 75 (H): 0.066, atom 76 (H): 0.120, atom 77 (H): 0.108, atom 78 (H): 0.109, atom 79 (H): 0.090, atom 80 (H): 0.072, atom 81 (H): 0.078, atom 82 (H): 0.083, atom 83 (C): -0.117, atom 84 (C): -0.278, atom 85 (O): -0.165, atom 86 (C): -0.278, atom 87 (C): -0.081, atom 88 (H): 0.059, atom 89 (H): 0.054, atom 90 (H): 0.066, atom 91 (H): 0.111, atom 92 (H): 0.107, atom 93 (H): 0.103, atom 94 (H): 0.120, atom 95 (H): 0.065, atom 96 (H): 0.080, atom 97 (H): 0.085, atom 98 (C): -0.076, atom 99 (C): -0.281

> The highest HOMO belongs to which entry?

C41H84BF9N3O15P